Here is 8 unconnected molecules or ions with the total composition C49H109N7O6 at a distorted geometry from the OMol25 dataset. Energies are from wB97M-V/def2-TZVPD.

Last column: Löwdin charge in e.
Element x y z (Å)
N1 -19.43 28.20 -14.87  -0.59
O1 -20.59 27.75 -14.67  -0.05
O2 -19.21 29.07 -15.75  -0.03
O3 -18.52 27.67 -14.18  -0.09
C1 -26.14 24.78 -14.14  -0.06
C2 -24.95 23.81 -14.09  -0.21
C3 -23.77 24.40 -14.89  -0.12
N2 -22.57 23.48 -14.91  -0.23
C4 -22.79 22.44 -16.00  0.06
C5 -22.29 22.81 -13.53  -0.07
C6 -20.79 22.61 -13.45  -0.14
C7 -20.23 23.82 -14.15  -0.15
C8 -21.28 24.22 -15.21  -0.11
H1 -25.82 25.82 -14.24  0.07
H2 -26.80 24.53 -13.31  0.08
H3 -26.76 24.56 -15.01  0.09
H4 -25.21 22.85 -14.55  0.11
H5 -24.72 23.50 -13.07  0.10
H6 -23.41 25.32 -14.42  0.11
H7 -24.07 24.60 -15.92  0.13
H8 -23.69 21.90 -15.72  0.11
H9 -21.88 21.86 -16.10  0.11
H10 -23.00 23.02 -16.89  0.12
H11 -22.88 21.90 -13.52  0.14
H12 -22.57 23.60 -12.83  0.12
H13 -20.68 21.68 -14.02  0.13
H14 -20.38 22.59 -12.44  0.12
H15 -19.26 23.71 -14.62  0.11
H16 -20.22 24.69 -13.49  0.10
H17 -20.96 24.08 -16.24  0.12
H18 -21.50 25.29 -15.19  0.09
C9 -18.92 24.36 -21.87  -0.09
C10 -19.50 25.45 -20.99  -0.22
C11 -18.98 25.34 -19.55  -0.12
N3 -19.41 26.42 -18.58  -0.22
C12 -18.66 26.19 -17.30  0.02
C13 -19.10 27.81 -19.15  -0.09
C14 -20.36 28.55 -19.50  -0.10
C15 -21.49 27.53 -19.23  -0.11
C16 -20.91 26.50 -18.28  -0.11
H19 -19.17 23.40 -21.39  0.08
H20 -17.83 24.26 -21.89  0.09
H21 -19.42 24.05 -22.79  0.09
H22 -20.56 25.17 -20.89  0.12
H23 -19.30 26.39 -21.49  0.12
H24 -17.91 25.52 -19.66  0.13
H25 -19.16 24.33 -19.19  0.14
H26 -17.63 26.03 -17.63  0.10
H27 -19.09 25.33 -16.80  0.10
H28 -18.70 27.03 -16.60  0.06
H29 -18.37 28.26 -18.47  0.11
H30 -18.47 27.68 -20.03  0.12
H31 -20.54 29.45 -18.91  0.12
H32 -20.41 28.74 -20.56  0.12
H33 -22.34 27.93 -18.69  0.12
H34 -21.83 27.07 -20.16  0.12
H35 -21.02 26.86 -17.25  0.09
H36 -21.44 25.55 -18.27  0.14
C17 -20.67 36.33 -9.96  -0.07
C18 -20.35 35.43 -11.18  -0.24
C19 -19.92 34.06 -10.69  -0.12
N4 -19.04 33.32 -11.70  -0.25
C20 -17.64 33.91 -11.84  0.06
C21 -19.71 33.29 -13.08  -0.08
C22 -19.19 31.96 -13.66  -0.14
C23 -19.00 31.01 -12.52  -0.15
C24 -18.91 31.85 -11.22  -0.06
H37 -21.37 35.79 -9.32  0.09
H38 -21.14 37.25 -10.29  0.09
H39 -19.74 36.55 -9.45  0.09
H40 -19.70 35.96 -11.88  0.12
H41 -21.30 35.38 -11.73  0.11
H42 -20.77 33.42 -10.47  0.13
H43 -19.31 34.21 -9.80  0.14
H44 -17.77 34.83 -12.38  0.11
H45 -17.05 33.17 -12.37  0.10
H46 -17.29 34.07 -10.82  0.12
H47 -19.37 34.10 -13.71  0.14
H48 -20.77 33.44 -12.91  0.10
H49 -18.29 32.27 -14.19  0.10
H50 -19.86 31.52 -14.40  0.12
H51 -18.06 30.45 -12.60  0.11
H52 -19.82 30.30 -12.58  0.09
H53 -17.99 31.86 -10.64  0.13
H54 -19.75 31.58 -10.59  0.12
C25 -17.77 23.49 -7.53  -0.06
C26 -18.14 24.20 -8.87  -0.23
C27 -17.72 25.66 -8.81  -0.11
N5 -17.98 26.45 -10.08  -0.25
C28 -17.43 25.77 -11.31  0.03
C29 -17.37 27.85 -9.97  -0.10
C30 -18.34 28.60 -9.10  -0.14
C31 -19.70 28.14 -9.61  -0.13
C32 -19.46 26.80 -10.32  -0.07
H55 -17.71 22.42 -7.71  0.09
H56 -18.47 23.63 -6.71  0.09
H57 -16.75 23.84 -7.36  0.08
H58 -19.20 24.04 -9.12  0.11
H59 -17.64 23.65 -9.67  0.10
H60 -16.65 25.76 -8.63  0.14
H61 -18.26 26.08 -7.96  0.15
H62 -17.57 26.46 -12.13  0.08
H63 -17.97 24.84 -11.46  0.10
H64 -16.38 25.55 -11.10  0.12
H65 -17.20 28.20 -10.99  0.12
H66 -16.36 27.74 -9.55  0.14
H67 -18.21 29.67 -9.01  0.12
H68 -18.14 28.33 -8.05  0.12
H69 -20.09 28.82 -10.37  0.09
H70 -20.44 28.09 -8.82  0.13
H71 -19.76 26.86 -11.37  0.12
H72 -19.98 25.94 -9.90  0.12
C33 -15.50 25.38 -15.31  -0.05
C34 -15.68 26.89 -15.68  -0.24
C35 -14.86 27.80 -14.80  -0.10
N6 -14.70 29.17 -15.51  -0.26
C36 -13.87 29.01 -16.76  0.06
C37 -16.06 29.72 -15.84  -0.12
C38 -15.80 31.20 -16.05  -0.13
C39 -14.53 31.52 -15.20  -0.12
C40 -14.17 30.19 -14.55  -0.09
H73 -15.53 24.78 -16.22  0.08
H74 -16.30 25.01 -14.67  0.06
H75 -14.53 25.28 -14.82  0.08
H76 -16.72 27.09 -15.41  0.06
H77 -15.61 27.05 -16.76  0.10
H78 -13.83 27.53 -14.58  0.14
H79 -15.41 27.99 -13.88  0.13
H80 -14.03 28.13 -17.37  0.11
H81 -12.82 29.14 -16.51  0.12
H82 -14.13 29.85 -17.40  0.11
H83 -16.62 29.28 -16.66  0.13
H84 -16.57 29.62 -14.88  0.11
H85 -15.51 31.45 -17.07  0.12
H86 -16.70 31.72 -15.73  0.10
H87 -13.79 31.90 -15.91  0.12
H88 -14.70 32.34 -14.50  0.11
H89 -13.13 29.97 -14.31  0.15
H90 -14.78 30.19 -13.64  0.13
C41 -22.98 26.52 -11.49  -0.08
C42 -22.93 28.01 -11.83  -0.22
C43 -23.97 28.47 -12.85  -0.09
N7 -24.16 29.99 -12.92  -0.25
C44 -24.76 30.42 -11.62  0.03
C45 -25.04 30.51 -14.05  -0.03
C46 -24.55 32.00 -14.15  -0.11
C47 -23.12 32.01 -13.55  -0.16
C48 -22.81 30.58 -13.24  -0.13
H91 -23.93 26.07 -11.19  0.09
H92 -22.41 26.23 -10.60  0.07
H93 -22.58 25.88 -12.27  0.05
H94 -21.95 28.07 -12.32  0.08
H95 -22.82 28.64 -10.95  0.10
H96 -24.97 28.14 -12.56  0.14
H97 -23.75 28.13 -13.87  0.12
H98 -25.59 29.79 -11.30  0.12
H99 -25.13 31.44 -11.67  0.12
H100 -24.01 30.31 -10.84  0.10
H101 -26.11 30.39 -13.91  0.15
H102 -24.64 30.02 -14.94  0.12
H103 -25.27 32.76 -13.83  0.12
H104 -24.48 32.21 -15.21  0.12
H105 -23.02 32.67 -12.68  0.11
H106 -22.46 32.48 -14.28  0.11
H107 -22.11 30.45 -12.42  0.11
H108 -22.38 30.06 -14.10  0.14
O4 -22.62 26.65 -16.64  -0.09
C49 -23.91 26.95 -17.03  -0.83
O5 -24.42 27.89 -16.34  -0.06
O6 -24.50 26.28 -17.88  0.02
H109 -22.56 27.47 -16.10  0.09

The net charge is +4. For the relative energy (zero: lowest compared OMol25 entry of this formula, charge and spin), the calculation gives 0.00 kcal/mol. Its HOMO-LUMO gap is 6.827 eV. As for the HOMO energy: -15.04 eV. As for the molar mass: 892.454 u. As for the total energy: -2765.62697 Ha.

***

Here is 17 unconnected molecules or ions with the total composition C20H9Cl64O2 from the OMol25 dataset. Energies are from wB97M-V/def2-TZVPD.

Last column: Löwdin charge in e.
Element x y z (Å)
C1 3.44 5.33 8.64  -0.07
C2 2.10 5.68 8.06  -0.47
O1 1.04 5.07 8.83  -0.11
C3 2.06 5.29 6.60  -0.29
C4 2.71 6.27 5.62  -0.32
O2 4.19 5.98 5.58  -0.26
H1 3.65 5.80 9.59  0.03
H2 3.50 4.25 8.70  0.07
H3 4.18 5.65 7.93  0.06
H4 1.93 6.74 8.12  0.13
H5 0.95 4.15 8.55  0.07
H6 2.50 4.31 6.49  0.05
H7 1.01 5.20 6.33  0.08
H8 2.69 7.23 6.13  -0.01
H9 4.27 5.15 5.10  -0.05
C5 2.67 5.07 12.72  -2.04
Cl1 1.77 6.54 12.38  0.55
Cl2 2.13 3.81 11.64  0.55
Cl3 4.39 5.35 12.50  0.53
Cl4 2.39 4.60 14.42  0.47
C6 3.06 1.26 4.46  -2.03
Cl5 2.52 0.86 2.82  0.47
Cl6 3.99 -0.10 5.10  0.51
Cl7 4.06 2.69 4.44  0.60
Cl8 1.65 1.53 5.47  0.51
C7 1.02 -1.47 -0.55  -2.05
Cl9 2.20 -2.72 -0.15  0.53
Cl10 1.67 0.11 -0.11  0.51
Cl11 0.71 -1.50 -2.29  0.48
Cl12 -0.46 -1.76 0.34  0.52
C8 1.52 -2.55 7.08  -2.07
Cl13 0.85 -2.36 5.46  0.51
Cl14 0.50 -3.63 8.02  0.51
Cl15 3.14 -3.23 6.98  0.52
Cl16 1.59 -0.98 7.87  0.51
C9 0.64 -0.06 -6.38  -2.04
Cl17 -0.08 -0.12 -7.98  0.51
Cl18 -0.24 -1.14 -5.29  0.49
Cl19 2.33 -0.54 -6.47  0.51
Cl20 0.54 1.58 -5.75  0.53
C10 -4.27 0.87 -9.31  -2.06
Cl21 -3.05 1.26 -8.10  0.50
Cl22 -4.00 -0.77 -9.89  0.52
Cl23 -5.88 0.99 -8.59  0.53
Cl24 -4.14 2.00 -10.65  0.51
C11 -5.09 -5.55 -10.06  -2.03
Cl25 -5.93 -6.51 -11.28  0.52
Cl26 -6.17 -4.29 -9.47  0.54
Cl27 -4.62 -6.60 -8.72  0.49
Cl28 -3.63 -4.81 -10.73  0.48
C12 0.30 -5.09 -8.17  -2.05
Cl29 1.25 -6.35 -7.37  0.53
Cl30 0.22 -3.67 -7.14  0.50
Cl31 1.06 -4.66 -9.70  0.53
Cl32 -1.33 -5.69 -8.47  0.49
C13 5.57 -1.05 -3.96  -2.07
Cl33 6.84 -0.64 -2.81  0.54
Cl34 5.80 -2.70 -4.54  0.52
Cl35 4.00 -0.92 -3.17  0.50
Cl36 5.64 0.06 -5.33  0.50
C14 -5.58 -8.33 -5.13  -2.07
Cl37 -6.79 -7.10 -5.46  0.52
Cl38 -5.98 -9.80 -6.03  0.52
Cl39 -4.00 -7.75 -5.65  0.50
Cl40 -5.54 -8.69 -3.41  0.53
C15 3.59 4.55 -7.03  -2.07
Cl41 5.25 5.01 -6.65  0.53
Cl42 2.51 5.19 -5.78  0.53
Cl43 3.13 5.22 -8.60  0.52
Cl44 3.45 2.80 -7.07  0.49
C16 -2.56 -0.39 3.34  -2.07
Cl45 -0.89 0.14 3.52  0.49
Cl46 -3.52 0.22 4.68  0.54
Cl47 -3.21 0.22 1.82  0.52
Cl48 -2.62 -2.16 3.33  0.50
C17 2.70 -0.10 13.26  -2.04
Cl49 2.02 -0.06 11.64  0.51
Cl50 1.66 -1.10 14.29  0.49
Cl51 4.32 -0.80 13.19  0.53
Cl52 2.77 1.53 13.92  0.49
C18 -5.21 -5.08 -15.36  -2.06
Cl53 -6.85 -4.58 -15.77  0.52
Cl54 -4.07 -4.28 -16.45  0.53
Cl55 -4.86 -4.64 -13.70  0.49
Cl56 -5.07 -6.83 -15.54  0.52
C19 -1.09 -4.47 12.39  -2.06
Cl57 -1.72 -4.69 10.76  0.51
Cl58 -0.16 -5.89 12.86  0.52
Cl59 -0.06 -3.04 12.40  0.50
Cl60 -2.43 -4.23 13.52  0.52
C20 -5.30 5.98 -9.35  -2.07
Cl61 -4.39 4.69 -8.59  0.50
Cl62 -5.45 7.34 -8.25  0.53
Cl63 -4.45 6.50 -10.81  0.52
Cl64 -6.90 5.39 -9.79  0.52

The net charge is -1. Its HOMO-LUMO gap is 2.052 eV. As for the HOMO energy: -1.22 eV. As for the molar mass: 2550.282 u. As for the total energy: -30369.97156 Ha.

***

Here is C7H7N3O2 in the gas phase at a distorted geometry from the OMol25 dataset. Energies are from wB97M-V/def2-TZVPD.

Last column: Löwdin charge in e.
Element x y z (Å)
C1 -2.04 0.77 0.55  -0.08
C2 -1.90 -0.70 0.29  -0.46
C3 0.62 -0.68 0.02  -0.26
C4 0.91 0.02 1.20  0.00
C5 2.16 0.66 1.26  -0.02
C6 3.00 0.47 0.09  -0.14
C7 1.60 -1.01 -0.90  -0.11
H1 -1.12 2.17 -1.83  0.09
H2 -2.50 0.98 1.50  0.12
H3 -0.71 -2.14 -0.52  0.17
H4 0.18 0.18 2.01  0.13
H5 2.46 1.26 1.99  0.05
H6 4.02 1.03 0.05  0.13
H7 1.48 -1.75 -1.78  0.15
N1 -1.72 1.76 -0.18  0.00
N2 -0.67 -1.22 -0.05  0.12
N3 2.78 -0.40 -0.88  0.04
O1 -1.19 1.38 -1.34  -0.01
O2 -2.91 -1.36 0.24  0.10

For the relative energy (zero: lowest compared OMol25 entry of this formula, charge and spin), the calculation gives 76.07 kcal/mol. Its HOMO-LUMO gap is 9.553 eV. As for the HOMO energy: -9.03 eV. As for the molar mass: 165.152 u. As for the total energy: -585.60888 Ha. As for the SMILES: O=C(/C=N\O)Nc1cccnc1.

***

Here is a molecular structure, C72H76BCsN8OP3S2 at a distorted geometry from the OMol25 dataset. Energies are from wB97M-V/def2-TZVPD.

Last column: Löwdin spin population.
Element x y z (Å)
Cs1 0.23 0.31 -0.32  0.00
C1 4.13 -0.53 -3.95  0.00
C2 3.68 -0.24 -2.66  0.00
N1 2.60 0.51 -2.70  0.00
N2 2.32 0.73 -3.98  0.00
C3 3.22 0.11 -4.76  0.00
B1 1.13 1.56 -4.47  0.00
N3 -0.15 0.72 -4.39  0.00
C4 -1.30 0.87 -5.07  0.00
C5 -2.20 -0.05 -4.57  0.00
C6 -1.50 -0.71 -3.56  0.00
N4 -0.27 -0.24 -3.47  0.00
N5 0.98 2.85 -3.65  0.00
C7 0.46 4.01 -4.09  0.00
C8 0.52 4.92 -3.06  0.00
C9 1.09 4.20 -2.01  0.00
N6 1.36 2.96 -2.38  0.00
N7 1.43 2.00 -5.93  0.00
C10 2.40 2.87 -6.27  0.00
C11 2.38 3.02 -7.64  0.00
C12 1.35 2.18 -8.05  0.00
N8 0.79 1.57 -7.02  0.00
H1 4.99 -1.11 -4.24  0.00
H2 4.11 -0.52 -1.71  0.00
H3 3.17 0.15 -5.84  0.00
H4 -1.40 1.58 -5.86  0.00
H5 -3.22 -0.21 -4.88  0.00
H6 -1.84 -1.51 -2.93  0.00
H7 0.09 4.12 -5.09  0.00
H8 0.20 5.95 -3.07  0.00
H9 1.31 4.54 -1.02  0.00
H10 3.03 3.32 -5.53  0.00
H11 3.02 3.63 -8.25  0.00
H12 0.99 1.99 -9.05  0.00
C13 4.47 0.58 1.72  0.10
C14 3.74 0.00 2.74  0.15
C15 2.92 1.06 3.31  0.29
C16 3.22 2.22 2.60  0.01
C17 4.17 1.96 1.63  0.28
C18 4.86 2.94 0.73  0.03
C19 6.31 3.12 1.24  0.02
C20 4.16 4.30 0.75  0.00
C21 4.89 2.42 -0.71  0.01
C22 2.01 1.18 4.53  0.03
C23 0.97 2.29 4.29  0.00
C24 2.89 1.61 5.72  0.02
C25 1.20 -0.05 4.92  0.00
C26 3.90 -1.47 3.07  0.01
C27 4.35 -1.68 4.52  0.01
C28 2.62 -2.26 2.75  0.01
C29 5.01 -2.11 2.21  0.00
H13 5.18 0.08 1.08  0.00
H14 2.79 3.19 2.79  -0.01
H15 6.30 3.49 2.26  0.00
H16 6.85 3.83 0.61  0.00
H17 6.84 2.17 1.23  0.00
H18 4.15 4.72 1.75  0.00
H19 3.14 4.18 0.40  0.00
H20 4.68 4.99 0.08  0.00
H21 5.43 1.49 -0.78  0.00
H22 5.37 3.15 -1.36  0.00
H23 3.87 2.25 -1.07  0.00
H24 1.42 3.28 4.29  0.00
H25 0.22 2.27 5.08  0.00
H26 0.47 2.13 3.34  0.00
H27 3.42 2.53 5.48  0.00
H28 3.63 0.85 5.96  0.00
H29 2.28 1.79 6.60  0.00
H30 0.53 -0.34 4.10  0.00
H31 0.58 0.20 5.78  0.00
H32 1.81 -0.90 5.19  0.00
H33 3.64 -1.29 5.23  0.00
H34 5.30 -1.16 4.68  0.00
H35 4.49 -2.74 4.73  0.00
H36 1.76 -1.93 3.32  0.00
H37 2.79 -3.32 2.96  0.00
H38 2.38 -2.14 1.70  0.00
H39 5.95 -1.56 2.31  0.00
H40 4.73 -2.12 1.16  0.00
H41 5.18 -3.14 2.53  0.00
S1 -1.52 -1.06 2.42  0.00
P1 -2.84 0.26 1.82  0.00
C30 -2.30 1.17 0.47  0.00
P2 -3.38 2.18 -0.40  0.00
S2 -2.51 3.16 -1.86  0.00
C31 -4.76 1.31 -1.23  0.00
C32 -5.90 1.95 -1.71  0.00
C33 -6.83 1.24 -2.45  0.00
C34 -6.61 -0.10 -2.74  0.00
C35 -5.44 -0.71 -2.33  0.00
C36 -4.52 -0.01 -1.58  0.00
C37 -4.21 3.41 0.69  0.00
C38 -5.46 3.32 1.30  0.00
C39 -5.84 4.24 2.25  0.00
C40 -4.99 5.28 2.61  0.00
C41 -3.76 5.41 1.97  0.00
C42 -3.38 4.48 1.03  0.00
C43 -3.17 1.33 3.28  0.00
C44 -2.48 2.53 3.32  0.00
C45 -2.61 3.39 4.39  0.00
C46 -3.42 3.04 5.46  0.00
C47 -4.07 1.82 5.46  0.00
C48 -3.93 0.95 4.38  0.00
C49 -4.43 -0.62 1.59  0.00
C50 -4.34 -1.85 0.94  0.00
C51 -5.47 -2.53 0.55  0.00
C52 -6.73 -2.00 0.81  0.00
C53 -6.83 -0.79 1.46  0.00
C54 -5.70 -0.10 1.85  0.00
H42 -6.04 3.00 -1.50  0.00
H43 -7.73 1.73 -2.79  0.00
H44 -7.35 -0.65 -3.30  0.00
H45 -5.25 -1.75 -2.60  0.00
H46 -3.60 -0.47 -1.24  0.00
H47 -6.13 2.52 1.02  0.00
H48 -6.81 4.17 2.73  0.00
H49 -5.28 5.98 3.38  0.00
H50 -3.10 6.23 2.22  0.00
H51 -2.43 4.56 0.52  0.00
H52 -1.87 2.79 2.46  0.00
H53 -2.08 4.33 4.39  0.00
H54 -3.54 3.72 6.30  0.00
H55 -4.69 1.54 6.30  0.00
H56 -4.41 -0.02 4.40  0.00
H57 -3.35 -2.26 0.75  0.00
H58 -5.38 -3.48 0.03  0.00
H59 -7.62 -2.54 0.50  0.00
H60 -7.82 -0.38 1.68  0.00
H61 -5.78 0.85 2.37  0.00
O1 0.77 -2.14 -0.70  0.00
P3 0.62 -3.58 -0.83  0.00
C55 2.19 -4.49 -0.64  0.00
C56 2.27 -5.85 -0.35  0.00
C57 3.51 -6.47 -0.36  0.00
C58 4.65 -5.75 -0.67  0.00
C59 4.57 -4.40 -0.95  0.00
C60 3.34 -3.77 -0.94  0.00
C61 -0.54 -4.35 0.34  0.00
C62 -0.06 -4.69 1.60  0.00
C63 -0.88 -5.31 2.52  0.00
C64 -2.20 -5.59 2.18  0.00
C65 -2.69 -5.22 0.94  0.00
C66 -1.87 -4.60 0.02  0.00
C67 0.13 -4.12 -2.51  0.00
C68 0.37 -3.21 -3.52  0.00
C69 0.02 -3.52 -4.83  0.00
C70 -0.56 -4.74 -5.11  0.00
C71 -0.75 -5.67 -4.10  0.00
C72 -0.41 -5.37 -2.80  0.00
H62 1.38 -6.40 -0.11  0.00
H63 3.58 -7.53 -0.13  0.00
H64 5.61 -6.26 -0.69  0.00
H65 5.46 -3.84 -1.19  0.00
H66 3.24 -2.72 -1.16  0.00
H67 0.97 -4.45 1.85  0.00
H68 -0.51 -5.57 3.50  0.00
H69 -2.84 -6.08 2.90  0.00
H70 -3.73 -5.41 0.70  0.00
H71 -2.25 -4.31 -0.95  0.00
H72 0.80 -2.25 -3.28  0.00
H73 0.18 -2.79 -5.61  0.00
H74 -0.86 -4.97 -6.13  0.00
H75 -1.19 -6.64 -4.34  0.00
H76 -0.57 -6.09 -2.01  0.00

The net charge is -2. For the relative energy (zero: lowest compared OMol25 entry of this formula, charge and spin), the calculation gives 28.92 kcal/mol. As for the multiplicity: 2. Its HOMO-LUMO gap (alpha / beta) is 4.515 / 3.952 eV. As for the HOMO energy (alpha / beta): -1.26 / -1.26 eV. As for the molar mass: 1370.228 u. As for the total energy: -5168.14732 Ha.